Entry 1:
The ion C16H19IN2O2 with charge +2 in a non-equilibrium geometry. Source: OMol25; level of theory: ωB97M-V with the def2-TZVPD basis set.

Element x y z (Å)
C -4.107 -1.367 2.870
C -5.444 -0.709 2.279
C -5.230 0.250 1.003
I -6.423 2.054 1.289
N -3.796 0.521 0.658
C -3.166 -0.445 -0.243
C -1.699 -0.366 -0.706
C -0.817 0.820 -0.183
C 0.701 0.843 -0.639
C 1.225 1.039 -2.081
C 2.774 0.983 -2.334
N 3.733 0.753 -1.261
C 5.205 0.657 -1.501
C 5.796 -0.842 -1.492
C 4.711 -1.998 -1.315
O 4.871 -2.887 -0.431
O 3.489 -2.105 -2.080
C 3.262 0.606 0.117
C 1.771 0.639 0.499
C -1.509 1.857 0.735
C -3.019 1.638 1.116
H -3.278 -0.592 3.042
H -4.286 -1.858 3.901
H -3.671 -2.169 2.167
H -6.238 -1.529 2.090
H -5.888 -0.061 3.129
H -5.670 -0.310 0.092
H -3.795 -1.327 -0.611
H -1.206 -1.123 -1.411
H 0.504 1.220 -2.941
H 3.151 1.110 -3.401
H 5.779 1.245 -0.695
H 5.476 1.132 -2.520
H 6.414 -0.992 -2.458
H 6.554 -0.976 -0.630
H 2.796 -1.807 -1.443
H 4.065 0.428 0.905
H 1.407 0.493 1.567
H -0.935 2.763 1.130
H -3.507 2.414 1.789

## Properties
strongest force on any atom: 0.106 hartree/bohr
lowest unoccupied orbital energy: -8.156 eV
net charge: +2
calculated total energy: -32052.3818 eV



Entry 2:
A structure of composition C16H19MoN3O5Se2. Source: OMol25; level of theory: ωB97M-V with the def2-TZVPD basis set.

Element x y z (Å)
Mo 0.295 -0.005 0.812
O 1.411 1.192 6.788
C 1.116 0.969 5.525
C -0.081 1.389 4.913
C -0.256 1.088 3.583
N 0.654 0.415 2.883
C 1.794 0.023 3.447
C 2.079 0.273 4.764
C 2.669 -0.669 2.448
O 3.762 -1.083 2.606
O 2.003 -0.739 1.237
C -1.421 1.460 2.724
O -2.420 2.003 3.048
O -1.188 1.030 1.435
H 0.723 1.676 7.268
H -0.845 1.937 5.451
H 3.012 -0.046 5.208
C -2.942 -0.439 -4.514
Se -1.229 -0.066 -3.677
C -1.868 1.103 -2.251
C -2.702 0.417 -1.191
Se -1.825 -1.167 -0.420
C -3.129 -1.401 1.002
H -2.720 -0.925 -5.461
H -3.461 0.495 -4.710
H -3.547 -1.106 -3.906
H -2.462 1.905 -2.692
H -0.984 1.574 -1.818
H -3.633 0.018 -1.597
H -2.938 1.078 -0.356
H -3.145 -0.520 1.639
H -2.874 -2.297 1.561
H -4.097 -1.537 0.525
N 3.570 -0.937 -4.380
C 2.762 -0.729 -3.347
C 2.019 -1.784 -2.762
C 1.198 -1.527 -1.709
N 1.038 -0.290 -1.171
C 1.766 0.719 -1.716
C 2.604 0.558 -2.776
H 3.688 -1.855 -4.775
H 4.101 -0.187 -4.791
H 2.092 -2.791 -3.147
H 0.626 -2.331 -1.262
H 1.645 1.702 -1.269
H 3.140 1.409 -3.169

## Properties
strongest force on any atom: 0.012 hartree/bohr
multiplicity: 3
expectation value of S²: 2.02
lowest unoccupied orbital energy (alpha / beta): -8.551 / -8.244 eV
net charge: +2
energy above the lowest of the compared OMol25 structures with the same formula, charge and spin: 8.5 kcal per mole
calculated total energy: -164142.7585 eV



Entry 3:
The molecule C16H19N3O3 in a non-equilibrium geometry. Source: OMol25; level of theory: ωB97M-V with the def2-TZVPD basis set.

Element x y z (Å)
N 2.066 -2.156 0.552
C 0.821 -1.383 0.504
C 1.390 0.039 -0.077
C 2.022 0.902 1.009
C 2.924 0.468 1.958
N 3.193 1.550 2.822
C 2.072 2.383 2.649
C 1.724 3.488 3.320
C 0.803 4.465 2.811
C 0.042 4.098 1.681
C 0.397 2.836 0.983
C 1.339 1.995 1.591
C -0.048 -1.941 -0.594
O 0.511 -2.623 -1.455
N -1.376 -1.516 -0.852
C -2.038 -0.409 -0.291
C -3.415 -1.038 -0.237
C -3.698 -1.499 -1.654
C -2.211 -2.052 -1.867
C -1.822 -1.779 -3.380
O -2.790 -1.560 -4.207
O -0.662 -2.120 -3.608
H 1.826 -3.024 0.914
H 2.472 -2.262 -0.370
H 0.373 -0.998 1.440
H 0.450 0.677 -0.298
H 2.002 -0.284 -1.016
H 3.534 -0.464 1.737
H 3.738 1.594 3.541
H 2.361 3.784 4.193
H 0.784 5.561 3.234
H -0.617 4.809 1.133
H -0.207 2.681 0.113
H -2.047 0.590 -0.727
H -1.866 -0.305 0.790
H -3.364 -1.946 0.324
H -4.181 -0.394 0.217
H -3.695 -0.673 -2.518
H -4.685 -2.222 -1.992
H -2.313 -3.173 -1.891
H -0.031 -2.107 -2.747

## Properties
strongest force on any atom: 0.159 hartree/bohr
lowest unoccupied orbital energy: 0.439 eV
energy above the lowest of the compared OMol25 structures with the same formula, charge and spin: 146.9 kcal per mole
SMILES: N[C@@H](Cc1c[nH]c2ccccc12)C(=O)N1CCC[C@H]1C(=O)O
calculated total energy: -27509.1116 eV



Entry 4:
The molecule C16H19N5OS3 in a non-equilibrium geometry. Source: OMol25; level of theory: ωB97M-V with the def2-TZVPD basis set.

Element x y z (Å)
C -1.169 -0.958 -3.164
C 0.047 -0.513 -2.455
N 0.901 -1.295 -1.910
N 1.919 -0.691 -1.318
C 1.880 0.592 -1.388
N 2.815 1.441 -0.864
C 3.470 1.344 0.350
O 4.426 2.041 0.573
C 2.830 0.437 1.368
S 1.260 1.245 1.842
C 0.083 0.069 1.248
N 0.503 -1.171 1.118
C -0.313 -2.096 0.623
C 0.179 -3.507 0.518
C 1.699 -3.586 0.575
C -0.464 -4.324 1.645
N -1.553 -1.857 0.224
C -1.982 -0.619 0.370
S -3.550 -0.081 -0.131
C -3.184 1.553 0.394
C -4.221 2.607 0.223
C -1.937 1.683 0.917
C -1.368 2.960 1.437
C -1.223 0.445 0.906
S 0.462 1.192 -2.262
H -1.513 -0.197 -3.858
H -0.957 -1.883 -3.695
H -1.960 -1.162 -2.441
H 3.115 2.216 -1.443
H 3.463 0.371 2.250
H 2.565 -0.549 0.986
H -0.179 -3.895 -0.440
H 2.059 -3.216 1.531
H 2.133 -2.986 -0.220
H 2.020 -4.618 0.454
H -0.140 -3.949 2.613
H -1.547 -4.258 1.587
H -0.169 -5.368 1.560
H -4.484 3.046 1.186
H -5.118 2.182 -0.219
H -3.857 3.403 -0.425
H -2.137 3.723 1.508
H -0.929 2.802 2.421
H -0.578 3.317 0.777

## Properties
strongest force on any atom: 0.033 hartree/bohr
lowest unoccupied orbital energy: 0.137 eV
energy above the lowest of the compared OMol25 structures with the same formula, charge and spin: 0.0 kcal per mole
SMILES: Cc1nnc(NC(=O)CSc2nc(C(C)C)nc3sc(C)c(C)c23)s1
calculated total energy: -58905.1095 eV



Question: What is the calculated total energy in the second record?
Answer: -164142.7585 eV